# 1
{
  "formula": "C39H48N",
  "method": "ωB97M-V/def2-TZVPD",
  "e_lumo_ha": -0.1947,
  "total_charge": 1,
  "elements": ["C", "C", "C", "C", "C", "C", "C", "C", "C", "C", "C", "C", "C", "C", "C", "C", "C", "C", "C", "C", "C", "C", "H", "H", "H", "H", "H", "H", "H", "H", "H", "H", "H", "H", "H", "H", "H", "H", "H", "H", "H", "H", "H", "H", "H", "H", "H", "H", "H", "H", "H", "C", "C", "C", "C", "C", "C", "C", "C", "C", "C", "C", "C", "C", "C", "C", "N", "C", "C", "H", "H", "H", "H", "H", "H", "H", "H", "H", "H", "H", "H", "H", "H", "H", "H", "H", "H", "H"],
  "xyz": [[7.9639, -0.1608, -1.2353], [6.5289, -0.0187, -1.6428], [6.0308, 1.2290, -2.0113], [4.7138, 1.4123, -2.4330], [4.3729, 2.8212, -2.8454], [3.8283, 0.3144, -2.4529], [2.3800, 0.4635, -2.9353], [2.3179, 0.8291, -4.4280], [1.5270, 1.4528, -2.0826], [1.2490, 1.0397, -0.6978], [0.8156, 1.8711, 0.3490], [0.9370, 1.3898, 1.7092], [1.6415, 0.1001, 1.9961], [0.4611, 2.1483, 2.7673], [-0.1068, 3.4125, 2.5728], [-0.6130, 4.2106, 3.7341], [-0.1642, 3.9177, 1.2707], [0.2815, 3.2038, 0.1667], [0.2006, 3.9009, -1.1540], [4.3251, -0.9545, -2.0861], [3.4612, -2.1900, -2.1340], [5.6498, -1.1020, -1.6758], [8.1897, -1.1988, -0.9789], [8.6440, 0.1512, -2.0383], [8.1934, 0.4676, -0.3660], [6.6944, 2.0947, -1.9851], [3.4166, 2.9424, -3.3550], [4.3842, 3.4953, -1.9737], [5.1503, 3.2022, -3.5273], [1.8830, -0.5118, -2.8472], [2.8488, 0.0624, -5.0057], [1.2772, 0.8651, -4.7779], [2.7884, 1.7941, -4.6482], [2.0435, 2.4189, -2.0605], [0.5772, 1.6060, -2.6310], [1.5706, 0.0235, -0.4529], [1.6797, -0.0668, 3.0797], [1.1314, -0.7665, 1.5540], [2.6767, 0.1117, 1.6209], [0.5548, 1.7645, 3.7856], [-1.0292, 5.1581, 3.3800], [-1.3980, 3.6635, 4.2702], [0.1802, 4.4299, 4.4612], [-0.5689, 4.9246, 1.1250], [-0.4096, 4.8067, -1.0413], [1.1864, 4.2458, -1.5003], [-0.2644, 3.2985, -1.9419], [4.0631, -3.0520, -1.8241], [2.6013, -2.1304, -1.4513], [3.0842, -2.4014, -3.1446], [6.0050, -2.0930, -1.3846], [-7.5493, -3.4625, 1.9646], [-6.5526, -4.4281, 1.7781], [-5.2547, -4.0357, 1.4393], [-4.9441, -2.6817, 1.2718], [-3.4932, -2.3140, 0.9384], [-2.6151, -2.1103, 2.1665], [-1.2586, -2.4554, 2.0939], [-0.4371, -2.3135, 3.2141], [-0.9696, -1.8247, 4.4142], [-2.3127, -1.4374, 4.4734], [-3.1338, -1.5706, 3.3466], [-3.3589, -1.0677, 0.0496], [-4.1691, -1.1348, -1.2580], [-3.3645, -0.2882, -2.2520], [-1.9277, -0.2226, -1.6868], [-2.0337, -0.7703, -0.3740], [-5.9414, -1.7167, 1.4394], [-7.2419, -2.1101, 1.7973], [-8.5631, -3.7645, 2.2349], [-6.7771, -5.4886, 1.9018], [-4.4639, -4.7793, 1.3015], [-3.0805, -3.1522, 0.3525], [-0.8621, -2.8558, 1.1538], [0.6128, -2.6074, 3.1431], [-0.3312, -1.7392, 5.2955], [-2.7368, -1.0461, 5.4004], [-4.1846, -1.2671, 3.3858], [-3.7207, -0.2059, 0.6515], [-4.2037, -2.1785, -1.5924], [-5.1955, -0.7968, -1.1008], [-3.3833, -0.7205, -3.2549], [-3.7889, 0.7200, -2.2965], [-1.2293, -0.8040, -2.3176], [-1.5292, 0.8108, -1.6750], [-1.2488, -0.7804, 0.2580], [-5.7092, -0.6552, 1.3020], [-8.0028, -1.3417, 1.9471]],
  "forces_ev_per_a": [[0.273, -0.105, 0.130], [-0.400, 0.203, -0.054], [-0.041, -0.265, -0.016], [0.081, -0.303, 0.186], [0.071, 0.578, -0.062], [0.095, 0.160, 0.021], [-0.095, -0.142, 0.230], [-0.061, -0.051, -0.074], [0.278, -0.290, -0.954], [0.446, 1.063, 0.816], [0.130, -0.482, -0.355], [-0.237, -0.055, 0.385], [0.218, -0.325, 0.295], [0.326, -0.510, -0.147], [0.118, -0.212, -0.012], [-0.128, 0.241, -0.131], [-0.020, 0.100, -0.409], [-0.044, 0.467, 0.180], [-0.427, 0.506, -0.221], [-0.114, 0.250, 0.053], [0.046, -0.313, 0.069], [0.117, 0.175, -0.058], [0.057, 0.144, -0.013], [-0.187, -0.097, 0.119], [-0.064, -0.135, -0.125], [-0.098, -0.173, -0.056], [0.259, 0.015, 0.154], [-0.056, -0.178, -0.181], [-0.292, -0.133, 0.189], [0.146, 0.169, 0.040], [-0.133, 0.194, 0.092], [0.202, -0.020, 0.039], [-0.180, -0.344, -0.025], [-0.365, -0.074, 0.058], [0.219, 0.046, 0.265], [-0.238, 0.201, 0.103], [-0.026, -0.006, -0.338], [0.070, 0.226, 0.085], [-0.307, 0.052, 0.081], [-0.003, 0.054, -0.327], [0.049, -0.141, 0.179], [0.154, 0.018, -0.121], [-0.084, -0.144, -0.222], [0.137, -0.416, -0.024], [0.155, -0.259, -0.026], [-0.171, -0.277, 0.060], [0.185, 0.103, 0.191], [-0.229, 0.128, -0.077], [0.119, -0.028, -0.180], [0.042, 0.091, 0.250], [-0.061, 0.257, -0.117], [0.191, 0.048, -0.065], [0.140, 0.201, -0.012], [-0.304, 0.139, 0.061], [0.383, 0.154, -0.067], [0.057, -0.039, -0.228], [-0.107, -0.244, -0.025], [-0.063, -0.005, 0.336], [-0.236, 0.022, 0.015], [0.029, 0.091, -0.202], [0.015, -0.043, -0.255], [0.344, -0.010, 0.168], [-1.177, 0.853, 0.574], [0.451, -0.389, 0.221], [-0.108, 0.388, 0.014], [0.360, 0.031, -0.536], [0.968, -0.743, -0.078], [-0.330, -0.300, 0.188], [0.356, 0.042, -0.099], [0.330, 0.094, -0.080], [0.009, 0.321, -0.030], [-0.310, 0.193, 0.061], [-0.006, 0.182, 0.191], [-0.136, 0.033, 0.397], [-0.311, 0.056, 0.156], [-0.216, -0.043, -0.225], [0.185, -0.121, -0.254], [0.388, -0.211, 0.060], [-0.263, -0.253, -0.061], [-0.053, 0.103, 0.057], [0.173, -0.021, -0.188], [-0.018, 0.182, 0.098], [0.085, -0.127, -0.129], [-0.145, 0.086, 0.083], [-0.262, -0.023, -0.095], [-0.355, 0.107, -0.024], [-0.150, -0.423, 0.096], [0.159, -0.294, -0.064]],
  "lowdin_charge": [-0.048, -0.261, -0.012, -0.201, -0.051, -0.117, -0.299, -0.036, -0.137, 0.131, -0.095, -0.154, -0.031, 0.028, -0.196, -0.014, 0.019, -0.137, -0.022, -0.212, -0.047, -0.004, 0.078, 0.089, 0.087, 0.128, 0.046, 0.095, 0.099, 0.116, 0.098, 0.087, 0.070, 0.098, 0.131, 0.127, 0.091, 0.073, 0.107, 0.137, 0.087, 0.105, 0.105, 0.131, 0.094, 0.106, 0.085, 0.081, 0.074, 0.092, 0.119, -0.085, -0.072, -0.028, -0.201, -0.194, -0.180, -0.063, -0.108, -0.094, -0.071, -0.013, -0.332, -0.115, -0.142, -0.222, -0.023, -0.058, -0.072, 0.105, 0.106, 0.120, 0.148, 0.118, 0.103, 0.103, 0.106, 0.116, 0.143, 0.127, 0.112, 0.108, 0.108, 0.108, 0.087, 0.093, 0.111, 0.105]
}


# 2
{
  "formula": "C39H49GeN6O2S2TeW",
  "method": "ωB97M-V/def2-TZVPD",
  "e_lumo_ha": [0.0826, 0.0725],
  "total_charge": -1,
  "multiplicity": 3,
  "s2": 2.04,
  "elements": ["W", "C", "C", "C", "C", "C", "H", "H", "H", "H", "H", "N", "C", "C", "C", "C", "N", "C", "N", "N", "C", "O", "O", "H", "H", "H", "H", "H", "H", "H", "H", "H", "H", "H", "H", "H", "H", "C", "Ge", "C", "C", "C", "C", "C", "C", "C", "C", "C", "C", "C", "C", "C", "C", "C", "C", "C", "C", "H", "H", "H", "H", "H", "H", "H", "H", "H", "H", "H", "H", "H", "H", "H", "C", "C", "N", "C", "S", "N", "C", "C", "H", "H", "H", "H", "H", "H", "H", "H", "H", "H", "H", "H", "Te", "C", "C", "C", "C", "S", "H", "H", "H"],
  "xyz": [[1.0718, 0.5063, 1.6663], [2.2353, 0.2087, 3.7901], [3.0864, 1.0977, 3.0863], [3.5166, 0.4445, 1.9229], [2.9936, -0.8762, 1.9290], [2.2182, -1.0300, 3.1013], [1.7407, 0.4212, 4.7242], [3.2871, 2.1202, 3.3541], [4.1678, 0.8497, 1.1651], [3.2177, -1.6405, 1.2052], [1.7284, -1.9365, 3.4187], [-1.1131, 1.5527, 1.4589], [-1.5992, 2.2982, 2.6123], [-2.7003, 3.3203, 2.3130], [-2.5058, 4.1696, 1.0522], [-1.2020, 4.9746, 0.9892], [-0.0350, 4.1335, 0.7081], [0.5332, 3.9444, -0.5985], [-0.5470, 3.8420, -1.5671], [2.5946, 5.1676, 0.0097], [-0.3662, 2.9334, 3.2823], [-0.5075, 3.8809, 4.0532], [0.7434, 2.3957, 2.9528], [-0.9376, 2.2094, 0.7004], [-1.7379, 0.8271, 1.1373], [-1.9859, 1.5718, 3.3365], [-2.7678, 3.9718, 3.1870], [-3.6570, 2.7943, 2.2232], [-3.3465, 4.8694, 0.9924], [-2.5613, 3.5443, 0.1568], [-1.0290, 5.4506, 1.9564], [-1.3165, 5.7775, 0.2562], [0.6450, 4.0960, 1.4512], [-1.0423, 4.7309, -1.6165], [-0.1565, 3.6759, -2.4878], [2.2056, 5.3446, 0.9284], [3.2486, 5.9046, -0.2180], [0.0995, -0.8678, 1.1461], [-0.9050, -2.4647, 1.2880], [-2.2627, -2.1359, 2.6825], [-2.1680, -2.6261, 3.9827], [-3.0906, -2.2679, 4.9588], [-4.1299, -1.4032, 4.6520], [-4.2373, -0.8945, 3.3642], [-3.3124, -1.2598, 2.3975], [0.1892, -4.0330, 1.7556], [-0.2811, -5.1346, 2.4686], [0.5402, -6.2244, 2.7271], [1.8480, -6.2349, 2.2617], [2.3243, -5.1566, 1.5292], [1.5007, -4.0669, 1.2831], [-1.8741, -2.9948, -0.3460], [-1.1600, -3.1428, -1.5352], [-1.7937, -3.5336, -2.7058], [-3.1607, -3.7797, -2.7118], [-3.8846, -3.6417, -1.5370], [-3.2425, -3.2555, -0.3663], [-1.3456, -3.2783, 4.2550], [-2.9889, -2.6582, 5.9644], [-4.8468, -1.1188, 5.4124], [-5.0364, -0.2062, 3.1158], [-3.4119, -0.8481, 1.3969], [-1.3075, -5.1566, 2.8195], [0.1574, -7.0673, 3.2906], [2.4907, -7.0833, 2.4641], [3.3387, -5.1611, 1.1484], [1.8710, -3.2292, 0.7028], [-0.0926, -2.9500, -1.5429], [-1.2142, -3.6470, -3.6148], [-3.6571, -4.0818, -3.6264], [-4.9507, -3.8364, -1.5286], [-3.8236, -3.1628, 0.5445], [3.7845, -2.7416, -4.9818], [2.5319, -3.3349, -4.3535], [1.4979, -2.3475, -4.1023], [1.4946, -1.5305, -3.0159], [2.5681, -1.6888, -1.7378], [0.5235, -0.6065, -2.9552], [-0.3728, -0.2143, -4.0188], [0.2865, 0.6958, -5.0512], [4.5278, -3.5202, -5.1625], [4.2158, -1.9989, -4.3113], [3.5553, -2.2629, -5.9367], [2.7717, -3.8021, -3.4000], [2.0970, -4.0995, -5.0017], [0.9396, -2.0707, -4.8925], [0.5908, 0.0192, -2.1524], [-1.2081, 0.3023, -3.5445], [-0.8066, -1.1031, -4.4889], [0.6919, 1.5804, -4.5590], [-0.4348, 1.0155, -5.8057], [1.1129, 0.1928, -5.5580], [1.6181, 1.9860, -0.6636], [1.5787, 5.0518, -0.9944], [2.1973, 4.8230, -2.3449], [1.9801, 5.7791, -3.2947], [1.1864, 6.8528, -2.8846], [0.6557, 6.7141, -1.2569], [2.8070, 3.9409, -2.4776], [2.3948, 5.7232, -4.2930], [0.9128, 7.7022, -3.4903]],
  "forces_ev_per_a": [[-0.568, 0.731, 0.361], [0.163, -0.034, 0.060], [0.255, -0.076, 0.137], [0.238, -0.068, 0.126], [0.197, -0.035, 0.112], [0.165, 0.030, -0.003], [-0.106, 0.042, -0.070], [-0.141, 0.045, -0.075], [-0.108, 0.059, -0.059], [-0.136, 0.059, -0.099], [-0.097, 0.038, -0.059], [0.200, 0.205, -0.035], [0.030, 0.012, 0.055], [0.002, 0.007, 0.006], [0.000, 0.002, 0.006], [-0.006, -0.103, 0.000], [0.175, 0.264, -0.024], [-0.103, -0.129, 0.015], [-0.095, 0.061, 0.063], [-0.018, 0.055, 0.044], [-0.065, -0.032, -0.062], [-0.015, 0.023, -0.009], [0.164, 0.142, 0.172], [-0.082, -0.079, -0.036], [0.023, -0.028, 0.081], [0.011, 0.001, -0.003], [-0.013, -0.008, -0.002], [0.003, -0.007, -0.011], [0.005, 0.012, -0.001], [-0.012, 0.007, -0.003], [-0.011, 0.019, -0.008], [0.013, 0.000, -0.019], [-0.057, -0.155, 0.015], [0.043, 0.033, -0.052], [0.010, -0.094, 0.029], [-0.008, -0.015, -0.016], [0.005, -0.012, 0.004], [-0.233, -1.123, -0.465], [-0.110, 0.037, 0.007], [-0.013, -0.037, -0.042], [0.081, 0.018, 0.028], [-0.001, 0.001, 0.007], [-0.006, 0.001, 0.001], [-0.008, 0.011, 0.021], [-0.014, 0.010, -0.039], [0.027, 0.051, 0.010], [-0.080, -0.016, -0.018], [0.007, -0.007, 0.003], [0.001, -0.002, -0.002], [0.018, -0.017, 0.000], [0.003, 0.040, -0.009], [-0.021, 0.072, 0.024], [0.052, 0.016, 0.028], [0.011, 0.001, -0.025], [-0.002, 0.003, -0.004], [-0.007, -0.005, -0.021], [-0.027, -0.027, 0.045], [-0.012, -0.022, -0.017], [-0.002, 0.002, 0.001], [0.004, 0.004, 0.002], [-0.005, -0.002, 0.001], [0.002, -0.007, -0.001], [0.005, 0.021, 0.017], [0.001, -0.003, -0.005], [-0.001, -0.001, -0.001], [0.000, 0.000, 0.004], [0.005, 0.003, -0.010], [0.018, -0.009, 0.004], [0.010, -0.009, -0.010], [-0.002, -0.001, 0.001], [0.001, -0.002, -0.004], [0.006, 0.003, -0.004], [0.004, 0.005, -0.003], [-0.015, -0.041, -0.009], [0.040, 0.101, -0.047], [-0.214, 0.014, 0.101], [0.254, -0.153, -0.044], [0.111, 0.072, 0.047], [-0.079, -0.042, -0.002], [0.010, 0.016, -0.016], [0.006, -0.006, 0.004], [-0.006, 0.002, 0.002], [-0.003, 0.001, -0.002], [0.011, 0.012, -0.003], [0.005, 0.008, -0.005], [-0.032, -0.012, 0.019], [-0.016, -0.020, -0.043], [0.023, 0.020, -0.001], [-0.002, 0.000, 0.010], [-0.003, -0.002, 0.014], [-0.007, -0.012, -0.003], [0.007, 0.005, 0.003], [0.087, -0.007, -0.168], [0.033, 0.042, -0.028], [0.057, -0.007, 0.006], [-0.036, -0.005, 0.029], [0.007, -0.041, -0.075], [-0.015, 0.041, 0.041], [0.013, 0.017, -0.012], [0.002, -0.006, -0.003], [-0.013, 0.022, 0.022]],
  "lowdin_charge": [1.140, -0.195, -0.200, -0.237, -0.244, -0.211, 0.109, 0.104, 0.089, 0.066, 0.099, -0.037, -0.278, -0.151, -0.185, -0.207, -0.063, -0.815, 0.018, 0.044, -0.642, 0.017, -0.196, 0.022, 0.061, 0.146, 0.109, 0.103, 0.105, 0.094, 0.121, 0.057, 0.083, 0.046, 0.051, 0.076, 0.083, -0.494, 0.879, -0.265, -0.107, -0.096, -0.104, -0.098, -0.141, -0.262, -0.118, -0.104, -0.107, -0.085, -0.116, -0.251, -0.102, -0.101, -0.109, -0.103, -0.112, 0.089, 0.096, 0.095, 0.098, 0.097, 0.093, 0.094, 0.093, 0.100, 0.045, 0.069, 0.088, 0.092, 0.094, 0.086, -0.099, -0.288, -0.008, -0.867, 0.624, -0.025, -0.247, -0.079, 0.068, 0.054, 0.066, 0.078, 0.110, 0.111, -0.025, 0.122, 0.099, 0.068, 0.070, 0.064, 0.951, -0.709, -0.148, -0.205, -0.447, 0.943, 0.058, 0.098, 0.046]
}


Summary of max |F| in hartree/bohr
0.030; 0.024
(order as listed above)